25
Properties=species:S:1:pos:R:3:forces:R:3:lowdin_charge:R:1 method="wB97M-V/def2-TZVPD" max_force_ev_per_a=0.6 relative_energy_kcal_mol=3.3 orbital_gap_ev=10.498 lumo_energy_ev=0.903 smiles=CC(C)C(N)(O)O.CN e_homo_ev=-9.595
H 0.21319 -1.07712 -2.36968 0.0121 -0.0441 -0.0896 0.07
H 2.33234 -1.52164 0.67301 0.1490 -0.1889 0.0276 0.07
H -2.51472 2.30165 0.24865 0.1115 -0.1162 -0.0621 0.09
O -1.63435 -0.97063 -0.55822 -0.3182 -0.0942 -0.2427 0.00
H 0.49165 0.55272 -0.57554 -0.0584 0.0200 0.0346 0.11
O -0.85327 -0.37216 1.48561 -0.0320 -0.0794 0.1263 0.00
H -0.76357 3.52712 1.29067 0.0989 -0.0735 -0.3205 0.08
H -1.17390 0.51509 1.20477 0.0125 0.0244 -0.0956 0.05
H -1.47879 1.52651 -0.75331 -0.1100 -0.0045 0.0762 0.07
H 1.18115 -2.27340 -1.49033 0.0264 0.0400 -0.0496 0.08
C 0.73107 -0.48926 -0.35450 -0.1852 -0.4003 0.1353 -0.35
C -0.53654 -1.07856 0.32737 0.4586 0.1037 -0.0318 -0.69
C 1.03339 -1.20650 -1.66601 0.0828 0.1517 0.0850 -0.07
H -1.74408 -1.83165 -0.98193 0.0855 0.1477 0.0374 0.10
H 0.38526 2.69365 0.25490 0.3847 -0.0929 -0.0096 0.06
C 1.93046 -0.51623 0.58870 -0.3128 0.1446 -0.0472 -0.06
H 0.49534 -2.59724 1.17864 -0.1034 -0.0179 -0.0479 0.08
H 1.63655 -0.16913 1.57620 0.0570 0.0331 0.0973 0.08
H 1.94139 -0.79325 -2.11064 -0.0266 -0.0584 -0.0596 0.08
N -0.34753 -2.47362 0.62647 -0.0494 -0.1341 0.1620 0.12
H -0.73171 3.85903 -0.46156 0.0363 -0.0323 0.0853 0.07
H 2.71846 0.12943 0.21251 0.1741 0.0315 -0.0440 0.08
C -0.62313 3.07480 0.29790 -0.2641 0.5123 0.2900 -0.16
H -1.13000 -2.78200 1.20141 0.1488 0.1021 -0.0285 0.10
N -1.55855 1.97247 0.15497 -0.3782 0.0257 -0.0282 -0.07